Computed, not measured: 2 unconnected molecules or ions with the total composition C24H24BrF8N2O2P, with ωB97M-V/def2-TZVPD.

Computed properties:
HOMO-LUMO gap = 0.2242 hartree
Net charge = +2
Calculated total energy = -133410.5073 eV
Lowest unoccupied orbital energy = -0.280 Eh
Spin multiplicity = 1
HOMO = -13.73 eV

XYZ file:
```
62
Properties=species:S:1:pos:R:3:forces:R:3
O -5.10332 -3.22240 -0.35915 0.3853 0.0776 0.1655
P -5.00637 -1.71418 -0.85187 -0.6501 -0.0539 0.1107
Br -5.28824 -1.93036 -3.00967 0.1398 0.1179 -0.0972
N -3.13897 -1.48981 -0.75817 0.2146 -0.0491 -0.2176
C -2.28687 -1.50497 -1.79626 0.0154 -0.0071 0.0556
C -0.94423 -1.27687 -1.60770 0.2635 0.1040 0.2416
C -0.46228 -1.03635 -0.31908 -0.1237 0.0113 -0.0495
C 0.98629 -0.78449 -0.09357 0.1691 0.0352 -0.0037
C 1.66550 0.16158 -0.86068 -0.3145 -0.2306 0.0894
C 3.00798 0.36592 -0.64574 0.1212 -0.0289 -0.0003
N 3.66967 -0.33534 0.28707 -0.1220 0.1304 0.0018
C 5.13347 -0.13687 0.46501 0.1373 0.0202 -0.0024
C 5.97533 -1.27959 -0.12753 0.0670 0.2154 -0.1082
C 6.61479 -0.91500 -1.47315 -0.2166 -0.0946 -0.0120
C 5.80250 -1.23555 -2.71297 -0.0855 -0.0033 0.1853
C 6.39485 -1.01803 -3.95193 0.2503 0.1401 -0.0009
C 5.71299 -1.26097 -5.12326 -0.1545 -0.0421 -0.3290
C 4.40887 -1.73823 -5.08671 -0.0586 0.0120 -0.2043
C 3.81240 -1.97541 -3.86750 -0.2095 -0.0739 0.0103
C 4.50171 -1.72700 -2.69063 0.1222 0.0493 0.2384
C 3.03610 -1.24809 1.04512 0.2284 0.0333 -0.0755
C 1.69784 -1.49368 0.88033 -0.3458 0.0900 -0.1345
C -1.36846 -1.02403 0.74432 0.3859 -0.0465 -0.0278
C -2.69679 -1.24734 0.49345 -0.3027 -0.0417 -0.1424
H -4.62730 -3.90077 -0.86224 -0.2110 -0.1413 -0.0067
H -2.69401 -1.70498 -2.77827 -0.0765 0.0156 0.0787
H -0.27753 -1.29882 -2.45970 -0.0278 -0.0168 0.0056
H 1.15461 0.74211 -1.61748 0.0549 0.0079 0.0187
H 3.57700 1.08260 -1.22160 0.0483 -0.0469 0.0456
H 5.36672 0.81004 -0.01885 0.0257 -0.0080 0.0642
H 5.31161 -0.01276 1.53218 -0.1184 -0.0533 0.0065
H 6.76291 -1.50558 0.59035 -0.0353 -0.0172 -0.0042
H 5.36210 -2.17683 -0.23129 0.1152 -0.0817 0.1508
H 7.58650 -1.40411 -1.55522 -0.0378 -0.0111 0.0007
H 6.81382 0.16104 -1.47582 0.1909 -0.0384 -0.0019
H 7.41542 -0.65478 -4.00250 -0.0170 0.0077 0.0496
H 6.19451 -1.08333 -6.07557 0.0175 -0.0039 0.0109
H 3.85942 -1.93419 -5.99827 0.0989 0.0108 -0.0324
H 2.80780 -2.37871 -3.82895 -0.0147 -0.0141 0.0079
H 4.00983 -1.96237 -1.75398 0.0266 -0.0376 0.0184
H 3.64485 -1.77477 1.76795 -0.0209 0.0238 -0.0016
H 1.21765 -2.24130 1.49725 0.0204 0.0052 -0.0090
H -1.04954 -0.82918 1.75952 -0.0207 0.0226 -0.0105
H -3.44212 -1.23014 1.28299 0.0274 -0.0003 -0.0066
C -4.05381 3.41633 3.68897 0.3400 0.0010 0.2592
C -4.95330 4.55209 3.18510 -0.0102 -0.0301 -0.1312
C -6.31149 4.73701 3.87043 0.0679 0.0866 -0.0010
F -7.06611 3.63149 3.69222 -0.0292 -0.0484 0.0012
F -6.93387 5.78380 3.30187 -0.0524 -0.0323 -0.0020
F -5.12034 4.43686 1.85008 -0.0056 0.0263 0.0334
F -4.26476 5.70116 3.42872 0.0250 0.0047 0.0121
O -4.07094 2.22201 2.91252 -0.2344 0.1430 -0.2508
C -4.92913 1.20266 3.16631 0.0644 -0.0162 0.0321
C -5.81359 0.89370 1.95106 -0.0571 0.0025 -0.1243
F -6.57244 1.94179 1.61670 -0.0184 0.0080 0.0581
F -6.61115 -0.15910 2.23438 0.0276 -0.0274 -0.0002
F -5.64516 1.36877 4.27448 0.0218 -0.0344 0.0447
F -4.16480 0.06886 3.33015 0.0594 -0.0926 0.0664
H -3.03997 3.79427 3.57523 0.0065 -0.0204 -0.0077
H -4.20953 3.21532 4.74811 -0.1643 -0.0174 -0.0303
H -6.18573 4.92626 4.93958 -0.0205 -0.0076 0.0034
H -5.17287 0.63061 1.10388 0.0172 0.0671 -0.0413
```
Positions in Å, forces in eV/Å.

***

Computed, not measured: CHN3O2 in the gas phase in a non-equilibrium geometry, with ωB97M-V/def2-TZVPD.

Computed properties:
HOMO-LUMO gap = 0.4185 hartree
Calculated total energy = -9615.2745 eV
SMILES string = Oc1nnno1
Relative energy (zero: lowest compared OMol25 entry of this formula, charge and spin) = 49.16 kcal/mol
Lowest unoccupied orbital energy = 0.004 Eh
Spin multiplicity = 1
HOMO = -11.27 eV

XYZ file:
```
7
Properties=species:S:1:pos:R:3:forces:R:3
O 1.68658 0.11024 -0.01182 1.2274 1.2853 -0.7788
C 0.41014 0.17938 -0.14629 -3.6442 0.9716 1.7825
N -0.35625 1.21921 -0.05514 -1.7821 0.6472 -0.1953
N -1.68180 0.64190 0.02511 0.1122 4.1121 -0.5020
N -1.72801 -0.56684 -0.02625 2.5439 0.4149 0.2473
O -0.34898 -0.86137 -0.07261 1.5069 -6.2982 -0.7045
H 2.01832 -0.72251 0.28699 0.0360 -1.1330 0.1507
```
Positions in Å, forces in eV/Å.

***

Question: Which formula does entry 1 have?
Answer: C24H24BrF8N2O2P

***

Question: Which value of lowest unoccupied orbital energy does entry 1 give?
Answer: -0.280 Eh

***

Question: HOMO-LUMO gap of number 1 (C24H24BrF8N2O2P)?
Answer: 0.2242 hartree